A structure of composition C38H53MnN9O6PS at a distorted geometry. Source: the OMol25 dataset; level of theory: wB97M-V/def2-TZVPD.

Output
- spin multiplicity = 2
- <S²> = 1.050
- lowest unoccupied orbital energy (alpha / beta) (eV) = -3.604 / -3.218
- E_tot (eV) = -117397.3620
- net charge = +1

Positions of all 109 atoms, in Å:
Mn  0.43155  0.27121  0.85979
C  2.48536  1.30684  2.88230
N  2.52284  0.54630  1.62422
C  3.48413  1.17215  0.69650
C  2.96088  -0.83053  1.90094
C  1.84876  -1.57536  2.55548
C  2.06755  -2.46955  3.59412
C  1.00471  -3.19015  4.12554
C  -0.26192  -3.03290  3.57842
C  -0.47154  -2.12799  2.53895
C  0.57448  -1.35773  2.05122
H  3.46779  1.29064  3.35986
H  1.75764  0.87009  3.56385
H  2.21861  2.34192  2.68275
H  4.47765  1.21494  1.15392
H  3.16381  2.17642  0.44084
H  3.54191  0.58047  -0.21621
H  3.86881  -0.83419  2.51154
H  3.18655  -1.29012  0.93891
H  3.07472  -2.60757  3.98280
H  1.16823  -3.87698  4.94918
H  -1.10159  -3.60544  3.95999
H  -1.45666  -2.04922  2.11480
N  -2.68499  2.37641  1.78065
C  -2.75133  1.05851  1.98806
S  -2.17226  0.03271  0.74618
N  -3.25049  0.67897  3.17290
C  -3.59637  -0.61690  3.68395
C  -4.08504  -1.64464  2.88845
C  -4.42505  -2.85577  3.47708
C  -4.30442  -3.03765  4.84817
C  -3.84242  -1.99471  5.63876
C  -3.48813  -0.78718  5.05843
H  -2.24621  2.69138  0.93551
H  -2.89756  3.03574  2.50914
H  -3.36896  1.42001  3.84330
H  -4.21915  -1.49644  1.82726
H  -4.79931  -3.65974  2.85508
H  -4.58563  -3.98151  5.30128
H  -3.75657  -2.12031  6.71095
H  -3.11907  0.02996  5.67496
O  1.45929  3.44480  -0.17054
C  0.75026  3.22336  0.78116
O  0.26121  2.03850  1.10496
C  0.32854  4.34979  1.68824
C  0.56712  5.65142  1.26916
C  0.14747  6.69541  2.06458
C  -0.52716  6.50017  3.24812
C  -0.77181  5.20066  3.62872
C  -0.33533  4.11887  2.88282
N  -1.60156  4.97081  4.83963
O  -2.12460  3.87656  4.96392
O  -1.71294  5.86959  5.62723
N  0.39579  8.09564  1.61590
O  0.12107  8.98522  2.39965
O  0.85926  8.24793  0.50243
H  1.07680  5.83702  0.33479
H  -0.86336  7.33658  3.84371
H  -0.51033  3.11503  3.23271
N  0.66722  -0.63821  -0.56069
P  0.45137  -0.98942  -2.10574
N  1.14955  -2.45579  -2.28834
C  2.19898  -2.89018  -1.32266
C  2.69859  -4.28761  -1.69152
C  1.53635  -5.14275  -2.19767
C  0.99938  -4.57939  -3.52684
C  1.23980  -3.06771  -3.62433
N  1.07860  0.22125  -3.01291
C  0.80324  0.34600  -4.46347
C  2.11474  0.44558  -5.22928
C  2.83588  1.75664  -4.86377
C  2.53792  2.16981  -3.40706
C  2.27938  0.96215  -2.52376
N  -1.05739  -1.18911  -2.71820
C  -1.84779  -2.40884  -2.42884
C  -2.64996  -2.78953  -3.66807
C  -3.54894  -1.62795  -4.10340
C  -2.74140  -0.33642  -4.28261
C  -1.93570  -0.03682  -3.02100
H  1.75321  -2.91034  -0.32922
H  3.03617  -2.18356  -1.29773
H  3.15414  -4.73425  -0.80760
H  3.47247  -4.22967  -2.46248
H  0.74782  -5.14306  -1.43860
H  1.85537  -6.17605  -2.33302
H  -0.06749  -4.79566  -3.61760
H  1.49893  -5.05998  -4.37097
H  0.49553  -2.61103  -4.27449
H  2.22362  -2.86411  -4.06219
H  0.20454  1.24374  -4.65250
H  0.21679  -0.50710  -4.79242
H  1.92483  0.39580  -6.30243
H  2.73500  -0.41723  -4.96655
H  2.51345  2.55380  -5.53646
H  3.91087  1.63535  -5.00791
H  1.66419  2.82385  -3.35674
H  3.37225  2.73678  -2.99283
H  2.09667  1.28898  -1.51474
H  3.16730  0.31300  -2.51886
H  -2.53383  -2.20547  -1.59592
H  -1.17946  -3.20960  -2.12729
H  -3.24987  -3.67973  -3.45713
H  -1.95199  -3.03884  -4.47573
H  -4.31933  -1.46384  -3.33991
H  -4.06068  -1.88031  -5.03369
H  -3.40925  0.50362  -4.49082
H  -2.05965  -0.43935  -5.13345
H  -2.62618  0.11993  -2.18967
H  -1.33623  0.86317  -3.12789